No. 1
The following is a quantum chemistry calculation of a 9-piece molecular cluster, C40H68BrNO14S8 overall at a distorted geometry, from OMol25.

Last column: Löwdin charge in e.
Atoms and positions in Å:
1 N -0.98 2.67 0.94  0.14
2 C 0.34 2.23 1.15  -0.18
3 C 1.25 2.17 0.10  -0.14
4 C 0.98 2.54 -1.35  -0.13
5 C -0.42 2.20 -1.90  -0.19
6 C -0.94 0.80 -1.54  -0.08
7 C 0.06 -0.34 -1.61  -0.50
8 O -0.09 -1.30 -0.88  0.06
9 O 1.07 -0.31 -2.50  0.09
10 C 2.52 1.74 0.39  -0.02
11 C 2.94 1.39 1.65  -0.01
12 C 2.05 1.48 2.68  -0.10
13 C 0.75 1.88 2.43  -0.03
14 C -0.20 1.91 3.60  -0.25
15 O -1.36 1.58 3.45  0.13
16 C 0.40 2.32 4.92  -0.07
17 C -0.36 3.12 5.98  -0.10
18 C -1.87 3.16 5.76  -0.77
19 O -2.55 2.19 5.85  0.03
20 Br -2.75 4.85 5.27  0.68
21 C 1.66 1.94 5.14  -0.08
22 C 2.45 2.26 6.39  -0.03
23 C 3.46 3.39 6.07  -0.30
24 O 4.60 3.08 5.76  0.13
25 C 3.07 4.84 6.17  -0.15
26 C 2.11 5.40 5.37  -0.06
27 C 1.72 6.71 5.48  -0.07
28 C 2.34 7.51 6.40  -0.08
29 C 3.32 6.98 7.20  -0.08
30 C 3.67 5.66 7.10  -0.03
31 C 2.43 1.16 4.09  -0.26
32 O 3.26 0.34 4.41  0.14
33 H -1.38 3.09 1.76  0.09
34 H -0.97 3.40 0.24  0.09
35 H 1.19 3.62 -1.45  0.12
36 H 1.70 2.02 -1.99  0.11
37 H -0.33 2.23 -2.99  0.08
38 H -1.15 2.98 -1.66  0.10
39 H -1.71 0.56 -2.29  0.11
40 H -1.44 0.74 -0.58  0.11
41 H 1.77 -0.88 -2.13  0.10
42 H 3.25 1.66 -0.41  0.12
43 H 3.96 1.08 1.82  0.13
44 H 0.01 4.14 6.08  0.09
45 H -0.22 2.61 6.93  0.13
46 H 3.05 1.40 6.69  0.13
47 H 1.82 2.52 7.24  0.12
48 H 1.60 4.77 4.64  0.12
49 H 0.93 7.06 4.82  0.11
50 H 2.06 8.55 6.51  0.11
51 H 3.82 7.60 7.93  0.11
52 H 4.44 5.25 7.74  0.13
53 C -1.41 -1.43 -4.38  -0.26
54 S -1.06 -0.47 -5.85  0.85
55 O -0.71 0.91 -5.38  -0.57
56 C -2.74 -0.42 -6.47  -0.26
57 H -0.48 -1.54 -3.82  0.04
58 H -2.15 -0.91 -3.77  0.06
59 H -1.78 -2.42 -4.66  0.04
60 H -3.39 0.03 -5.73  0.06
61 H -3.06 -1.44 -6.70  0.03
62 H -2.75 0.17 -7.38  0.05
63 C -0.86 -4.18 -0.96  -0.26
64 S -0.38 -5.18 -2.38  0.81
65 O -0.78 -4.43 -3.60  -0.56
66 C -1.60 -6.48 -2.13  -0.28
67 H -0.25 -3.28 -0.95  0.02
68 H -1.91 -3.90 -1.05  0.07
69 H -0.70 -4.75 -0.05  0.06
70 H -2.60 -6.05 -2.14  0.05
71 H -1.41 -6.97 -1.18  0.05
72 H -1.50 -7.20 -2.94  0.04
73 C -5.28 -1.91 7.48  -0.27
74 S -3.55 -2.28 7.80  0.83
75 O -3.49 -3.03 9.08  -0.56
76 C -3.06 -0.59 8.14  -0.27
77 H -5.80 -2.85 7.28  0.05
78 H -5.72 -1.43 8.36  0.06
79 H -5.36 -1.26 6.61  0.06
80 H -3.64 -0.19 8.97  0.06
81 H -3.20 0.02 7.24  0.04
82 H -2.00 -0.59 8.40  0.05
83 C -2.53 -5.55 -7.08  -0.27
84 S -2.19 -4.62 -8.58  0.81
85 O -1.85 -3.24 -8.16  -0.56
86 C -3.88 -4.60 -9.19  -0.27
87 H -1.61 -5.65 -6.52  0.05
88 H -3.27 -5.02 -6.48  0.06
89 H -2.91 -6.54 -7.35  0.05
90 H -4.53 -4.13 -8.45  0.06
91 H -4.21 -5.62 -9.39  0.05
92 H -3.90 -4.02 -10.11  0.05
93 C -0.14 6.22 -5.77  -0.28
94 S -0.78 4.78 -4.90  0.82
95 O 0.31 4.27 -4.01  -0.55
96 C -0.82 3.67 -6.30  -0.28
97 H 0.00 7.02 -5.05  0.04
98 H 0.81 5.98 -6.24  0.05
99 H -0.87 6.53 -6.52  0.05
100 H 0.18 3.57 -6.73  0.05
101 H -1.52 4.03 -7.05  0.06
102 H -1.14 2.69 -5.91  0.00
103 C -2.58 -5.34 10.71  -0.29
104 S -2.04 -7.00 10.29  0.80
105 O -3.01 -7.95 10.89  -0.56
106 C -0.58 -6.99 11.34  -0.28
107 H -3.51 -5.14 10.18  0.03
108 H -2.74 -5.26 11.78  0.06
109 H -1.83 -4.62 10.38  0.05
110 H -0.87 -6.81 12.37  0.05
111 H 0.11 -6.22 10.99  0.05
112 H -0.10 -7.97 11.26  0.05
113 C 1.74 0.14 -9.91  -0.26
114 S 0.69 1.47 -9.31  0.78
115 O -0.66 1.26 -9.88  -0.55
116 C 1.48 2.78 -10.26  -0.27
117 H 1.40 -0.79 -9.47  0.05
118 H 1.67 0.08 -11.00  0.06
119 H 2.77 0.33 -9.61  0.05
120 H 1.42 2.55 -11.32  0.06
121 H 2.52 2.88 -9.95  0.05
122 H 0.95 3.71 -10.06  0.05
123 C 5.73 -1.43 -2.70  -0.27
124 S 4.42 -2.40 -3.46  0.82
125 O 3.34 -2.56 -2.45  -0.55
126 C 5.33 -3.95 -3.52  -0.27
127 H 5.35 -0.42 -2.54  0.05
128 H 6.01 -1.88 -1.75  0.06
129 H 6.58 -1.39 -3.38  0.05
130 H 5.64 -4.23 -2.52  0.06
131 H 6.20 -3.83 -4.17  0.05
132 H 4.68 -4.71 -3.93  0.05

Summary:
Charge: 0
Multiplicity: 1
Kohn-Sham gap: 7.5 eV
Energy relative to the best compared isomer or geometry (same formula, charge and spin): 0.0 kJ/mol
Maximum force: 2.253 eV Å⁻¹

No. 2
The following is a quantum chemistry calculation of a 10-piece molecular cluster, C40H70N10 overall at a distorted geometry, from OMol25.

Last column: Löwdin charge in e.
Atoms and positions in Å:
1 C 1.68 8.03 -11.07  -0.11
2 C 1.83 8.83 -9.78  -0.23
3 C 3.25 8.62 -9.21  -0.18
4 C 3.56 7.21 -8.99  -0.23
5 N 3.70 6.08 -8.82  0.19
6 H 1.84 6.97 -10.88  0.04
7 H 2.30 8.45 -11.86  0.08
8 H 0.67 8.11 -11.47  0.08
9 H 1.12 8.55 -9.00  0.09
10 H 1.67 9.90 -9.95  0.11
11 H 3.27 9.12 -8.24  0.08
12 H 3.99 9.04 -9.89  0.12
13 C -0.63 2.59 -10.98  -0.11
14 C -0.10 3.30 -12.23  -0.24
15 C 0.35 4.74 -11.98  -0.19
16 C 0.96 5.50 -13.08  -0.25
17 N 1.47 6.15 -13.87  0.15
18 H -0.61 1.53 -11.26  0.05
19 H -1.65 2.90 -10.78  0.08
20 H -0.09 2.60 -10.04  0.02
21 H -0.87 3.32 -13.00  0.11
22 H 0.70 2.70 -12.67  0.11
23 H 1.23 4.73 -11.32  0.12
24 H -0.40 5.34 -11.47  0.12
25 C 4.37 0.11 -4.22  -0.11
26 C 4.48 1.58 -4.61  -0.26
27 C 4.76 2.53 -3.45  -0.19
28 C 6.05 2.24 -2.81  -0.24
29 N 7.05 1.95 -2.34  0.14
30 H 3.49 -0.12 -3.62  0.06
31 H 5.26 -0.30 -3.75  0.07
32 H 4.17 -0.47 -5.13  0.07
33 H 3.55 1.90 -5.09  0.07
34 H 5.16 1.69 -5.45  0.11
35 H 4.00 2.59 -2.68  0.12
36 H 4.80 3.54 -3.87  0.10
37 C -4.06 -0.24 -5.63  -0.08
38 C -2.63 0.33 -5.71  -0.29
39 C -2.11 0.52 -4.27  -0.15
40 C -0.65 0.50 -4.25  -0.21
41 N 0.50 0.57 -4.24  0.17
42 H -3.98 -1.20 -5.10  0.10
43 H -4.53 -0.52 -6.57  0.05
44 H -4.76 0.34 -5.03  0.09
45 H -2.63 1.26 -6.27  0.08
46 H -1.99 -0.40 -6.20  0.08
47 H -2.49 -0.29 -3.64  0.12
48 H -2.44 1.44 -3.77  0.10
49 C 4.86 7.60 -5.62  -0.11
50 C 5.46 8.78 -4.86  -0.24
51 C 4.40 9.67 -4.19  -0.18
52 C 3.37 10.06 -5.12  -0.23
53 N 2.55 10.27 -5.90  0.17
54 H 4.37 7.00 -4.84  0.06
55 H 5.60 6.94 -6.06  0.08
56 H 4.16 7.91 -6.39  0.03
57 H 6.11 9.36 -5.52  0.11
58 H 6.05 8.36 -4.04  0.11
59 H 4.81 10.56 -3.70  0.12
60 H 3.96 9.15 -3.34  0.13
61 C 0.08 2.86 -7.65  -0.08
62 C 1.41 2.19 -7.40  -0.25
63 C 2.61 3.13 -7.54  -0.20
64 C 2.67 4.11 -6.43  -0.22
65 N 2.70 4.88 -5.58  0.19
66 H 0.09 3.32 -8.64  0.06
67 H -0.22 3.62 -6.92  0.04
68 H -0.71 2.11 -7.55  0.04
69 H 1.62 1.50 -8.22  0.04
70 H 1.51 1.59 -6.49  0.09
71 H 2.53 3.78 -8.41  0.08
72 H 3.55 2.57 -7.57  0.11
73 C -1.97 0.40 -8.02  -0.13
74 C -2.89 -0.81 -7.88  -0.27
75 C -2.77 -1.75 -9.08  -0.15
76 C -1.59 -2.64 -9.02  -0.21
77 N -0.67 -3.32 -8.98  0.16
78 H -2.14 1.09 -7.19  0.00
79 H -2.22 0.96 -8.93  0.10
80 H -0.91 0.15 -8.03  0.09
81 H -3.92 -0.43 -7.84  0.10
82 H -2.74 -1.31 -6.93  0.09
83 H -2.74 -1.23 -10.04  0.11
84 H -3.65 -2.40 -9.13  0.12
85 C -1.74 6.81 -6.11  -0.11
86 C -0.33 6.70 -6.70  -0.24
87 C 0.66 7.61 -5.98  -0.21
88 C 0.66 7.61 -4.52  -0.24
89 N 0.61 7.56 -3.38  0.16
90 H -1.80 6.61 -5.04  0.06
91 H -2.38 6.04 -6.54  0.06
92 H -2.17 7.79 -6.36  0.08
93 H -0.41 6.98 -7.75  0.10
94 H 0.02 5.67 -6.64  0.07
95 H 0.24 8.62 -6.17  0.12
96 H 1.65 7.73 -6.41  0.08
97 C 0.48 -1.17 -11.79  -0.10
98 C 1.60 -1.74 -10.91  -0.25
99 C 1.92 -0.92 -9.67  -0.17
100 C 2.23 0.49 -9.91  -0.21
101 N 2.53 1.59 -10.04  0.20
102 H -0.45 -1.03 -11.22  0.05
103 H 0.20 -1.83 -12.61  0.08
104 H 0.76 -0.21 -12.21  0.06
105 H 2.45 -1.65 -11.59  0.11
106 H 1.43 -2.78 -10.64  0.09
107 H 2.72 -1.38 -9.09  0.13
108 H 1.07 -0.88 -8.98  0.10
109 C -0.75 4.57 -1.14  -0.10
110 C 0.05 3.64 -2.07  -0.23
111 C 0.16 4.25 -3.48  -0.19
112 C -1.04 4.05 -4.29  -0.22
113 N -1.98 3.81 -4.90  0.18
114 H -0.49 4.36 -0.10  0.07
115 H -1.82 4.44 -1.26  0.07
116 H -0.44 5.60 -1.30  0.06
117 H -0.37 2.64 -2.17  0.09
118 H 1.06 3.57 -1.67  0.10
119 H 0.91 3.65 -4.01  0.09
120 H 0.51 5.28 -3.51  0.07

Summary:
SMILES: CCCC#N.CCCC#N.CCCC#N.CCCC#N.CCCC#N.CCCC#N.CCCC#N.CCCC#N.CCCC#N.CCCC#N
Charge: 0
Multiplicity: 1
Kohn-Sham gap: 11.0 eV
Energy relative to the best compared isomer or geometry (same formula, charge and spin): 507.0 kJ/mol
Maximum force: 4.213 eV Å⁻¹

No. 3
The following is a quantum chemistry calculation of a 12-piece molecular cluster, C40H70N2O10 overall at a distorted geometry, from OMol25.

Last column: Löwdin charge in e.
Atoms and positions in Å:
1 N 1.35 4.68 -3.47  0.07
2 C 1.08 5.48 -4.52  -0.15
3 C 1.05 5.11 -5.85  -0.06
4 C 1.37 3.79 -6.12  -0.08
5 C 1.63 2.93 -5.09  -0.08
6 C 1.55 3.39 -3.80  -0.13
7 H 0.87 6.48 -4.29  0.09
8 H 0.78 5.74 -6.66  0.09
9 H 1.33 3.40 -7.12  0.10
10 H 1.77 1.88 -5.32  0.11
11 H 1.71 2.73 -2.96  0.07
12 N -3.36 4.80 -0.75  0.06
13 C -2.17 4.57 -1.29  -0.19
14 C -0.98 4.67 -0.64  -0.09
15 C -0.92 5.19 0.62  -0.08
16 C -2.13 5.46 1.25  -0.06
17 C -3.31 5.21 0.52  -0.16
18 H -2.15 4.25 -2.32  0.11
19 H -0.01 4.41 -1.12  0.09
20 H 0.00 5.22 1.18  0.09
21 H -2.04 5.78 2.29  0.10
22 H -4.24 5.38 1.04  0.09
23 C 0.31 -0.67 -0.23  0.00
24 C 0.90 0.72 -0.13  -0.49
25 O 1.10 1.42 -1.11  0.04
26 C 1.26 1.15 1.22  -0.03
27 H 0.04 -0.93 -1.28  0.08
28 H -0.62 -0.76 0.36  0.08
29 H 1.12 -1.29 0.13  0.07
30 H 1.76 2.14 1.25  0.08
31 H 1.86 0.40 1.74  0.08
32 H 0.32 1.27 1.73  0.09
33 C -3.34 -3.00 0.90  -0.01
34 C -3.44 -3.09 -0.66  -0.51
35 O -3.10 -2.17 -1.33  0.07
36 C -4.01 -4.37 -1.14  -0.02
37 H -3.02 -4.02 1.18  0.08
38 H -4.38 -2.79 1.22  0.10
39 H -2.58 -2.26 1.24  0.07
40 H -3.31 -5.18 -1.11  0.06
41 H -4.21 -4.25 -2.21  0.08
42 H -4.92 -4.62 -0.55  0.11
43 C 0.63 -3.44 2.10  -0.02
44 C -0.08 -4.58 2.75  -0.49
45 O -0.49 -4.58 3.90  0.05
46 C -0.17 -5.87 1.94  -0.03
47 H 0.62 -3.47 1.01  0.05
48 H 1.70 -3.59 2.44  0.12
49 H 0.28 -2.46 2.53  0.08
50 H -0.79 -6.58 2.50  0.07
51 H 0.79 -6.39 1.77  0.09
52 H -0.57 -5.85 0.90  0.06
53 C 1.16 -4.26 -2.09  -0.02
54 C -0.02 -5.09 -1.77  -0.54
55 O -0.97 -4.67 -1.17  0.05
56 C -0.05 -6.49 -2.28  -0.01
57 H 1.76 -4.59 -2.96  0.10
58 H 1.81 -4.28 -1.20  0.10
59 H 0.90 -3.23 -2.21  0.06
60 H 0.92 -6.96 -2.09  0.09
61 H -0.30 -6.51 -3.32  0.08
62 H -0.78 -7.05 -1.72  0.08
63 C -5.33 1.32 1.07  -0.01
64 C -3.92 0.86 1.10  -0.47
65 O -3.47 0.29 2.07  0.06
66 C -3.01 1.33 -0.03  0.02
67 H -5.37 2.37 1.13  0.07
68 H -5.79 0.88 1.96  0.10
69 H -5.86 1.08 0.15  0.09
70 H -2.12 0.73 -0.02  0.05
71 H -2.78 2.39 0.11  0.06
72 H -3.48 1.29 -1.01  0.09
73 C 4.65 0.62 0.28  -0.03
74 C 4.71 -0.86 0.25  -0.53
75 O 3.77 -1.55 0.04  0.08
76 C 6.06 -1.51 0.43  -0.02
77 H 4.94 0.86 1.31  0.09
78 H 3.65 0.94 0.06  0.05
79 H 5.26 1.05 -0.51  0.09
80 H 6.85 -0.87 0.04  0.08
81 H 6.09 -2.48 -0.06  0.08
82 H 6.33 -1.63 1.50  0.10
83 C -2.24 -1.42 4.46  -0.03
84 C -1.39 -0.25 4.26  -0.52
85 O -0.37 -0.26 3.61  0.03
86 C -1.79 0.97 5.02  -0.01
87 H -1.84 -1.91 5.39  0.12
88 H -2.28 -2.18 3.64  0.08
89 H -3.26 -1.16 4.76  0.08
90 H -0.96 1.67 4.86  0.08
91 H -1.82 0.78 6.09  0.09
92 H -2.72 1.42 4.69  0.08
93 C -3.28 -2.85 -4.63  -0.03
94 C -1.86 -2.62 -4.26  -0.48
95 O -1.07 -3.56 -4.26  0.04
96 C -1.47 -1.20 -3.91  -0.02
97 H -3.80 -2.42 -3.75  0.08
98 H -3.59 -3.86 -4.71  0.07
99 H -3.48 -2.29 -5.54  0.09
100 H -1.73 -0.60 -4.76  0.08
101 H -0.39 -1.13 -3.66  0.09
102 H -1.95 -0.83 -3.01  0.06
103 C 3.82 3.76 -0.44  -0.02
104 C 2.78 4.68 0.09  -0.47
105 O 2.14 4.34 1.08  0.03
106 C 2.54 6.01 -0.55  -0.03
107 H 4.41 4.23 -1.21  0.07
108 H 3.29 2.90 -0.87  0.07
109 H 4.54 3.39 0.30  0.09
110 H 1.77 5.95 -1.37  0.07
111 H 3.48 6.47 -0.91  0.09
112 H 2.06 6.70 0.13  0.07
113 C 2.61 1.27 4.12  -0.02
114 C 3.38 -0.05 3.91  -0.48
115 O 4.44 -0.09 3.34  0.06
116 C 2.70 -1.30 4.42  -0.01
117 H 1.55 1.18 4.05  0.04
118 H 2.90 1.99 3.36  0.07
119 H 2.97 1.64 5.12  0.11
120 H 3.29 -2.19 4.27  0.08
121 H 1.85 -1.44 3.75  0.05
122 H 2.31 -1.20 5.45  0.10

Summary:
SMILES: c1ccncc1.c1ccncc1.CC(C)=O.CC(C)=O.CC(C)=O.CC(C)=O.CC(C)=O.CC(C)=O.CC(C)=O.CC(C)=O.CC(C)=O.CC(C)=O
Charge: 0
Multiplicity: 1
Kohn-Sham gap: 9.9 eV
Energy relative to the best compared isomer or geometry (same formula, charge and spin): 71.6 kJ/mol
Maximum force: 2.813 eV Å⁻¹